# 1
Entry from OMol25: a 26-piece molecular cluster, C19H82BrClFN4O31S2 overall at a distorted geometry (ωB97M-V/def2-TZVPD).

Calculated values
orbital gap = 7.01 eV
E_HOMO = -11.4 eV
total charge = +1

```
141
Properties=species:S:1:pos:R:3:forces:R:3
C -0.712084 4.055156 -2.202603 -0.8 -0.2 -0.8
C -1.756871 3.646091 -3.250656 -0.4 -0.1 0.4
C -2.541381 2.382766 -2.861013 0.6 -0.1 -0.2
C -1.620738 1.238958 -2.299902 -1.5 1.3 0.1
N -2.344361 -0.036646 -2.489071 0.4 0.2 0.8
N -1.516190 -1.067714 -2.965015 -0.6 -0.8 -1.3
C -1.771446 -2.270905 -2.234111 -0.8 0.3 0.6
N -0.866533 -2.639635 -1.407635 0.4 0.6 1.6
C 0.382126 -1.862689 -1.205314 1.5 -0.3 -0.4
C 1.491470 -2.467745 -2.126062 -0.6 0.2 -0.2
C 2.043906 -1.462618 -3.128978 0.0 -1.6 -0.3
F 2.544701 -0.358033 -2.486737 -0.1 0.4 0.0
S -0.989937 -4.106132 -0.472756 -0.1 -0.8 0.1
C -1.474138 -3.573201 1.187891 0.5 0.2 1.0
C -0.427279 -2.671428 1.847572 -0.4 -1.8 0.0
O -0.488573 -1.518291 1.631440 -0.1 3.2 -0.5
O 0.517829 -3.233530 2.576507 0.0 -0.6 -0.6
C 1.717170 -2.447721 2.734735 1.4 0.2 1.2
C 2.616383 -3.251836 3.722389 -0.9 0.2 0.0
C 2.435106 -2.733244 5.161942 -0.4 -0.4 -0.2
O 3.983469 -3.341665 3.265726 -0.7 0.8 -0.1
C 4.842381 -2.334367 3.644617 -2.3 1.1 -1.3
O 5.805169 -2.637477 4.200179 3.8 -1.3 1.9
C 4.654737 -0.839623 3.334476 -1.4 -0.3 -0.2
S 4.676137 0.104793 4.899206 0.1 0.4 0.2
N -2.920911 -3.103460 -2.411442 -0.2 1.3 -1.0
C -4.203040 -2.455581 -2.009267 0.0 1.2 0.2
C -4.364408 -2.258998 -0.487802 1.5 2.1 -2.9
O -4.795126 -3.117600 0.127801 -1.8 -3.5 3.0
Cl -3.945839 -0.739781 0.318972 0.1 0.2 -0.4
C -3.002334 -3.270258 -3.893781 1.3 -0.9 0.1
O -2.957479 -2.060011 -4.594563 -1.1 0.7 -0.1
C -1.749235 -1.422973 -4.369601 1.5 -0.6 -0.4
Br -1.485322 0.077744 -5.565290 -0.3 -0.3 0.5
H -1.255454 4.182583 -1.254894 0.7 -0.1 -0.3
H 0.046927 3.271345 -2.164140 0.2 0.3 0.4
H -0.282178 5.001168 -2.536559 0.3 -0.1 0.4
H -2.487000 4.452013 -3.353155 0.1 0.0 -0.1
H -1.341067 3.481364 -4.253045 0.3 0.1 0.2
H -3.334923 2.625369 -2.148462 0.2 -0.1 0.1
H -3.074162 2.057155 -3.763705 0.1 -0.3 0.2
H -0.632105 1.257786 -2.768422 -0.2 -0.3 -0.2
H -1.498369 1.483837 -1.230666 0.2 -0.5 -0.4
H -3.195430 0.067655 -3.037189 0.0 0.1 -0.1
H 0.238413 -0.796899 -1.371313 -0.3 -0.2 -0.1
H 0.745131 -1.978866 -0.188992 -0.6 -0.1 0.0
H 1.051770 -3.284210 -2.715879 0.1 0.1 0.0
H 2.275110 -2.948235 -1.536462 0.0 0.3 0.0
H 2.844156 -1.962393 -3.685619 0.1 0.3 0.1
H 1.271006 -1.224038 -3.868219 0.1 0.7 0.3
H -1.578715 -4.480097 1.795257 0.0 -0.1 -0.6
H -2.420215 -3.035891 1.223536 0.0 -0.1 -0.2
H 2.244756 -2.255282 1.792444 -0.4 -0.4 -0.1
H 1.534530 -1.471769 3.189948 -0.6 -0.1 -0.2
H 2.240304 -4.285467 3.717827 0.5 0.4 -0.2
H 2.189646 -1.670926 5.198957 0.3 0.1 0.0
H 1.567834 -3.258423 5.594325 0.3 0.2 -0.2
H 3.277158 -2.950258 5.820273 0.0 0.1 -0.2
H 5.540514 -0.514345 2.788939 0.0 -0.2 0.1
H 3.787841 -0.606133 2.699464 0.3 0.0 0.4
H 3.399661 0.510069 5.117458 0.2 -0.3 -0.6
H -4.425403 -1.508859 -2.514307 0.3 -0.1 -0.1
H -4.994241 -3.145436 -2.296377 0.2 -0.2 0.2
H -3.873852 -3.852714 -4.179675 -0.1 0.3 0.1
H -2.096916 -3.836600 -4.176226 -0.3 -0.1 0.1
H -0.949909 -2.139116 -4.630368 0.0 0.2 0.0
O -5.191557 0.714120 -2.919193 0.0 -0.3 -0.1
H -5.372194 0.639545 -1.973225 0.0 0.4 0.0
H -6.032387 0.489592 -3.335481 0.0 0.0 0.1
O 6.631787 2.411249 7.140820 0.1 -0.1 0.2
H 6.264634 1.753847 6.539727 0.0 0.1 -0.1
H 6.881031 1.911152 7.926671 -0.1 -0.1 -0.1
O -0.719093 1.632506 0.973449 0.3 -0.2 0.2
H -0.107991 0.984723 1.355666 -0.1 0.0 0.0
H -1.583343 1.215811 1.053136 0.0 0.0 0.1
O -5.470039 2.958245 -0.730490 0.0 -0.3 0.1
H -6.275745 3.152606 -0.239529 0.1 -0.1 0.0
H -4.771235 3.041279 -0.070167 0.0 0.2 -0.1
O 3.724807 -5.437459 1.086378 0.0 -0.1 -0.1
H 4.565768 -5.196378 1.492881 -0.1 0.1 0.1
H 3.075043 -4.954975 1.608297 0.1 0.0 0.0
O 3.327111 0.183084 0.744978 0.0 0.2 -0.4
H 3.875989 0.966245 0.907401 0.0 0.0 0.1
H 3.512758 -0.047690 -0.174894 -0.1 0.0 0.1
O 0.219726 -4.755189 6.352415 -0.3 -0.2 0.0
H -0.511029 -4.693798 6.978281 0.1 0.0 0.0
H -0.169068 -5.183002 5.578568 0.0 0.0 -0.1
O 7.036129 -4.926608 -0.040169 -0.2 -0.1 0.2
H 7.532889 -5.331181 0.679940 0.1 0.1 -0.1
H 6.199321 -5.405173 -0.050912 0.1 0.0 -0.2
O -1.307457 -6.400382 3.578074 0.0 0.4 -0.2
H -0.723365 -6.245377 2.826130 0.2 -0.2 0.2
H -2.172923 -6.108235 3.270036 -0.1 -0.2 0.2
O -2.794943 5.312668 -0.190074 -0.1 0.1 0.3
H -2.058884 5.623934 0.352999 0.0 -0.1 0.0
H -3.583100 5.656084 0.256342 -0.1 0.0 -0.1
O 2.057442 -6.186366 4.283325 0.0 -0.5 0.1
H 2.909029 -6.585215 4.066641 -0.1 0.0 -0.1
H 1.844257 -6.543858 5.154229 0.0 0.1 0.0
O -3.557020 4.252917 -5.626856 0.0 -0.3 -0.3
H -4.147674 3.637456 -5.177170 -0.1 0.2 0.0
H -2.917349 3.683453 -6.069587 0.0 0.1 0.0
O 7.574794 4.743054 8.777338 -0.1 -0.3 -0.1
H 7.218497 4.053794 8.197901 0.2 0.0 -0.2
H 7.832604 4.272315 9.577630 0.0 0.2 0.0
O -0.803317 5.830567 -7.049314 -0.1 -0.3 0.0
H -1.595810 5.783308 -6.503114 0.0 0.2 0.0
H -1.068855 5.441340 -7.889624 0.1 0.1 0.0
O 1.606406 2.243944 3.609508 -0.1 -0.3 -0.2
H 2.156492 2.322262 2.821830 0.1 0.2 0.0
H 0.758029 2.613874 3.338936 0.1 0.1 0.1
O 4.846365 5.688465 9.081779 -0.1 -0.1 -0.3
H 4.576703 6.223719 8.328583 0.0 0.0 0.1
H 5.639193 5.222491 8.773950 0.0 0.3 0.3
O -6.008239 5.633891 0.472703 -0.1 -0.3 0.1
H -6.781300 5.602504 1.047566 0.1 0.2 0.0
H -6.306533 5.239226 -0.354769 0.2 0.2 -0.1
O -2.281945 8.092868 -0.998688 0.2 -0.1 0.0
H -1.480331 8.360479 -1.460885 -0.1 0.1 0.0
H -2.286548 7.128014 -1.057440 -0.2 0.1 -0.1
O -0.772609 -0.425059 -9.229747 0.0 -0.2 0.0
H -0.304501 -1.267012 -9.285457 0.1 0.1 0.0
H -0.833693 -0.252144 -8.283946 -0.1 0.0 -0.1
O 3.046744 -2.561437 8.225194 -0.1 -0.1 0.1
H 3.525794 -2.943750 8.968827 0.0 0.1 0.0
H 2.229559 -3.071316 8.184258 0.0 0.0 0.0
O -2.420749 -2.634096 -10.680779 0.2 0.0 0.0
H -2.076682 -1.773129 -10.412597 -0.1 0.1 0.0
H -2.060758 -2.772178 -11.563569 -0.1 0.0 0.0
O 5.306495 2.576690 2.192475 -0.2 -0.4 -0.1
H 6.113077 2.104440 1.955220 0.0 0.2 0.0
H 5.135206 2.308227 3.105566 0.0 0.1 0.1
O -4.515119 6.873349 -6.486598 0.1 -0.1 -0.1
H -4.778848 6.730226 -7.401413 0.0 0.1 0.1
H -4.068254 6.054141 -6.233360 -0.2 0.0 0.1
O -7.176952 -1.673822 -2.354869 0.2 -0.1 0.0
H -7.331268 -2.307324 -3.065652 -0.2 0.1 0.0
H -6.973266 -2.220585 -1.587715 -0.3 0.0 0.1
O 1.242512 3.914083 0.354861 0.1 -0.1 0.3
H 0.637071 3.295996 0.782647 -0.2 0.0 -0.2
H 1.882497 3.348313 -0.089393 0.0 0.1 0.0
```
Positions in Å, forces in eV/Å.

Results of the Mulliken charge analysis, in e, for atoms 1 through 4: -0.89 -0.49 0.03 -0.73

# 2
Entry from OMol25: C19H9BrF5N5O2S2TeW as an isolated structure at a distorted geometry (ωB97M-V/def2-TZVPD).

Calculated values
orbital gap (spin up / spin down) = 5.34 / 5.29 eV
E_HOMO (spin up / spin down) = -8.2 / -8.1 eV

```
45
Properties=species:S:1:pos:R:3:forces:R:3
W 0.527784 -0.829578 3.018110 -0.3 0.3 -0.1
S -0.466351 1.329286 3.578499 -0.2 -0.1 0.0
C -2.165319 1.183283 3.729381 0.1 -0.1 0.0
C -2.906714 2.348962 4.093423 0.0 0.1 0.0
N -3.481641 3.299149 4.386279 0.0 0.0 0.0
C -2.756383 -0.011854 3.490114 0.2 -0.1 0.0
S -1.782153 -1.309440 2.920525 -0.1 0.0 0.0
C -4.162199 -0.228983 3.588382 -0.1 0.0 0.0
N -5.292446 -0.417789 3.670229 0.0 0.0 0.0
Br -3.301715 3.600205 -4.216615 0.0 0.0 0.0
C -1.849082 2.392616 -4.239111 0.0 0.0 0.0
C -1.963586 1.174496 -3.583157 -0.1 0.0 -0.1
C -0.903140 0.289432 -3.586179 0.1 -0.1 -0.1
C 0.286316 0.619135 -4.249403 -0.2 1.1 0.8
C 0.365098 1.834737 -4.936320 0.1 -0.1 0.1
C -0.690275 2.726471 -4.924866 -0.1 0.0 0.0
N 1.415096 -0.194877 -4.336371 -0.9 -1.2 -1.3
N 1.533030 -1.256017 -3.679438 2.2 0.5 0.1
C 1.309517 -1.405367 -2.331771 -1.2 -0.4 0.8
C 1.182033 -2.718219 -1.883886 0.0 0.4 -0.5
C 0.845419 -3.049120 -0.572919 -0.1 0.1 0.4
C 0.664030 -2.035777 0.339910 0.0 -0.1 -0.3
O 0.315688 -2.210954 1.603519 0.3 -0.1 0.4
C 0.908871 -0.703606 -0.044693 0.0 0.0 0.0
N 0.839174 0.175250 0.991006 0.2 -0.1 -0.1
C 1.128955 1.442292 0.754417 -0.1 -0.1 0.1
C 1.512237 1.887534 -0.508889 0.0 0.0 -0.2
C 1.583815 1.004744 -1.560485 0.0 0.2 0.1
C 1.248856 -0.342885 -1.358420 0.1 -0.2 -0.1
H -2.885027 0.919207 -3.078077 0.0 0.0 0.0
H -1.012317 -0.667734 -3.094722 0.0 0.0 0.0
H 1.275729 2.058986 -5.476119 0.0 0.0 0.0
H -0.622756 3.668918 -5.449560 0.0 0.0 0.0
H 1.316685 -3.493625 -2.626271 0.0 0.0 0.0
H 0.721213 -4.077101 -0.262993 0.0 0.0 0.0
H 1.078079 2.121655 1.591861 0.0 0.0 0.0
H 1.760939 2.929851 -0.642994 0.0 0.0 0.0
H 1.916024 1.349920 -2.527699 0.0 0.0 0.0
F 0.676432 -2.840484 3.913295 0.0 0.0 0.0
Te 2.309653 -2.018753 5.101642 -0.2 -0.9 0.2
F 2.435694 -1.727498 2.940069 0.0 0.6 0.2
F 1.860784 0.575639 3.218339 -0.2 0.0 0.0
F 1.563995 -2.779864 6.635011 -0.1 0.0 0.0
F 2.895611 -3.755089 4.666231 0.0 -0.1 -0.1
O 0.764346 -0.857152 4.940717 0.6 0.4 -0.4
```
Positions in Å, forces in eV/Å.

Results of the Mulliken charge analysis, in e, for atoms 1 through 4: 1.84 -0.22 0.76 -0.17

# 3
Entry from OMol25: a 2-piece molecular cluster, C2 overall at a distorted geometry (ωB97M-V/def2-TZVPD).

Calculated values
<S²> = 0.751
orbital gap (spin up / spin down) = 5.43 / 5.81 eV
2S+1 = 2
E_HOMO (spin up / spin down) = -1.3 / -1.0 eV
total charge = -1

```
2
Properties=species:S:1:pos:R:3:forces:R:3
C 0.000000 0.000000 1.296553 0.0 0.0 -5.1
C 0.000000 0.000000 -1.296553 0.0 0.0 5.1
```
Positions in Å, forces in eV/Å.

For reference, the Mulliken charges in units of e are: -0.50 -0.50

| no. | total energy (eV) |
| --- | --- |
| 1 | -197409.882 |
| 2 | -145814.150 |
| 3 | -2059.596 |